The following is a quantum chemistry calculation of a cluster of 14 separate species, C34H57FN14O2S in total at a distorted geometry, from the Open Molecules 2025 dataset.

Cartesian coordinates (Å):
C1 5.88 -1.89 0.19
C2 5.24 -0.64 -0.46
C3 3.75 -0.61 -0.21
C4 3.20 0.82 -0.23
C5 1.89 0.98 0.51
C6 0.88 -0.08 0.16
N1 -0.31 0.09 1.04
C7 -1.59 0.11 0.32
C8 -1.95 -1.15 -0.41
S1 -0.27 -0.93 2.30
O1 0.95 -0.74 2.97
O2 -1.43 -0.74 3.07
F1 -0.24 -2.40 1.78
H1 6.11 -2.60 -0.59
H2 5.21 -2.37 0.87
H3 6.78 -1.65 0.72
H4 5.71 0.25 -0.09
H5 5.37 -0.75 -1.52
H6 3.25 -1.20 -0.96
H7 3.51 -1.02 0.76
H8 3.93 1.42 0.30
H9 3.16 1.24 -1.22
H10 2.05 0.96 1.57
H11 1.42 1.92 0.28
H12 0.55 0.12 -0.84
H13 1.30 -1.07 0.25
H14 -1.55 0.91 -0.40
H15 -2.37 0.36 1.01
H16 -2.94 -1.01 -0.82
H17 -1.32 -1.35 -1.26
H18 -2.02 -2.00 0.23
C9 6.28 -2.37 -4.87
C10 5.14 -2.14 -4.00
N2 4.24 -1.94 -3.33
H19 6.05 -2.02 -5.87
H20 7.15 -1.83 -4.47
H21 6.51 -3.43 -4.90
C11 -5.75 1.72 -0.72
C12 -4.37 1.63 -1.16
N3 -3.29 1.57 -1.51
H22 -6.11 2.73 -0.85
H23 -6.36 1.04 -1.30
H24 -5.82 1.45 0.34
C13 -6.64 3.32 -4.81
C14 -6.90 3.75 -3.45
N4 -7.11 4.08 -2.38
H25 -7.30 2.49 -5.06
H26 -6.83 4.15 -5.50
H27 -5.61 3.01 -4.90
C15 8.18 0.98 -1.75
C16 8.40 -0.05 -2.76
N5 8.58 -0.86 -3.53
H28 8.90 0.87 -0.95
H29 8.28 1.96 -2.20
H30 7.18 0.88 -1.35
C17 -10.59 3.46 -2.58
C18 -10.38 2.37 -3.52
N6 -10.22 1.52 -4.26
H31 -9.98 3.30 -1.69
H32 -10.30 4.40 -3.04
H33 -11.63 3.51 -2.29
C19 7.69 4.80 0.07
C20 6.75 3.83 -0.47
N7 6.02 3.07 -0.90
H34 7.31 5.81 -0.11
H35 7.80 4.65 1.14
H36 8.65 4.69 -0.42
C21 4.23 -5.61 -1.28
C22 5.52 -5.48 -1.93
N8 6.55 -5.43 -2.40
H37 3.65 -4.69 -1.35
H38 3.68 -6.42 -1.76
H39 4.38 -5.87 -0.24
C23 -14.10 4.87 0.06
C24 -12.65 4.91 -0.10
N9 -11.52 4.94 -0.22
H40 -14.36 4.23 0.90
H41 -14.47 5.88 0.24
H42 -14.55 4.48 -0.84
C25 -1.07 -7.40 1.14
C26 0.21 -7.16 0.50
N10 1.20 -6.97 -0.01
H43 -1.69 -6.51 1.09
H44 -1.59 -8.22 0.64
H45 -0.91 -7.66 2.19
C27 3.91 -0.37 4.03
C28 5.23 -0.37 3.41
N11 6.26 -0.38 2.92
H46 3.50 0.63 4.01
H47 3.25 -1.04 3.49
H48 3.99 -0.70 5.06
C29 -8.61 6.85 -1.42
C30 -9.24 8.09 -1.85
N12 -9.74 9.05 -2.18
H49 -9.37 6.15 -1.08
H50 -8.06 6.41 -2.25
H51 -7.92 7.05 -0.61
C31 2.86 -6.70 3.23
C32 3.07 -8.02 3.82
N13 3.24 -9.04 4.28
H52 2.26 -6.09 3.90
H53 3.81 -6.21 3.07
H54 2.33 -6.80 2.28
C33 2.66 -0.29 8.42
C34 3.98 -0.30 7.81
N14 5.00 -0.30 7.32
H55 2.25 0.71 8.41
H56 1.99 -0.96 7.88
H57 2.74 -0.63 9.45

The value obtained for the total energy is -74687.427 eV. The gap between HOMO and LUMO is 0.3764 hartree.

Atomic partial charges in e from the Mulliken method, atoms 1 to 2: -1.64 0.54